[1]
Below is C2H5NS in the gas phase, with properties calculated with ωB97M-V/def2-TZVPD.

Atoms and positions in Å:
C: 1.0428 -0.4483 -0.0043
C: -1.4901 0.6428 -0.1930
N: 2.2987 -0.3701 -0.1397
S: 0.0482 0.4356 -1.0644
H: 0.4466 -1.1508 0.8888
H: -1.3877 0.0319 0.6540
H: -2.2042 0.2447 -0.7842
H: -1.6142 1.6361 0.1294
H: 2.8598 -1.0219 0.5135

ΔE to the lowest compared entry with this formula, charge and spin: 31.5 kcal/mol
E: -532.092303 Eh
Multiplicity: 1
SMILES: [H]/N=C/SC



[2]
Below is a molecular structure, C2H5NS, with properties calculated with ωB97M-V/def2-TZVPD.

Atoms and positions in Å:
C: 0.0370 0.4471 0.0238
C: 0.7052 -0.7502 -0.4502
N: -1.1864 0.4472 -0.7855
S: -0.6618 -0.8240 -1.7516
H: -0.2585 0.4636 1.1000
H: 0.6050 1.2857 -0.2145
H: 1.6177 -0.5636 -0.9638
H: 0.6999 -1.5419 0.2215
H: -2.8058 -0.2580 0.0238

ΔE to the lowest compared entry with this formula, charge and spin: 120.3 kcal/mol
E: -531.950890 Eh
Multiplicity: 1



[3]
Below is C2H5NS2 in the gas phase, with properties calculated with ωB97M-V/def2-TZVPD.

Atoms and positions in Å:
C: 0.7592 -0.0538 0.2834
C: -0.3657 0.8770 -0.0911
H: -0.1418 -1.6235 -0.6552
H: 1.0648 -2.1090 0.2329
H: 1.6665 0.1819 -0.2601
H: 1.0509 0.1612 1.3354
H: -2.3449 1.3267 -0.4212
N: 0.3533 -1.4602 0.1560
S: -1.7912 0.1389 -0.6162
S: -0.2509 2.5607 0.0362

ΔE to the lowest compared entry with this formula, charge and spin: 28.4 kcal/mol
E: -930.294125 Eh
Multiplicity: 1
SMILES: NCC(=S)S



[4]
Below is C2H5NS2 in the gas phase, with properties calculated with ωB97M-V/def2-TZVPD.

Atoms and positions in Å:
C: 0.0592 -0.6213 0.2733
C: 1.1879 0.4024 0.0641
H: -1.2941 -0.4436 -1.2376
H: -1.9951 -0.5273 0.2457
H: 0.3630 -1.5470 -0.1797
H: 0.0126 -0.7706 1.3369
H: -0.6022 1.6818 -0.0679
N: -1.1925 -0.1647 -0.2899
S: 0.7228 2.0458 -0.0076
S: 2.7384 -0.0555 -0.1373

ΔE to the lowest compared entry with this formula, charge and spin: 17.0 kcal/mol
E: -930.312354 Eh
Multiplicity: 1
SMILES: NCC(=S)S



[5]
Below is a molecular structure, C2H5NS2, with properties calculated with ωB97M-V/def2-TZVPD.

Atoms and positions in Å:
C: -0.1602 -0.0393 0.4252
C: 0.9100 0.9992 0.6618
N: -1.4799 -0.9771 -1.6601
S: 0.0061 -1.4782 1.5071
S: 0.0094 -0.8832 -1.2455
H: -1.1724 0.3596 0.4387
H: 0.9425 1.2465 1.7209
H: 0.7108 1.8981 0.0860
H: 1.8846 0.6035 0.3837
H: -1.6509 -1.7290 -2.3177

ΔE to the lowest compared entry with this formula, charge and spin: 64.4 kcal/mol
E: -930.236845 Eh
Multiplicity: 1



[6]
Below is C2H5NS2 in the gas phase, with properties calculated with ωB97M-V/def2-TZVPD.

Atoms and positions in Å:
C: 2.7800 0.0465 0.1113
C: 0.1368 1.0163 0.0486
H: 3.2594 -0.8386 -0.1839
H: 2.9513 0.9253 -0.5838
H: 3.1313 0.1754 1.1907
H: 0.8536 1.7786 0.1891
H: -1.2729 -1.4793 0.6019
N: -1.1149 1.0171 -0.0843
S: 1.0036 -0.5536 -0.1338
S: -2.1672 -0.3250 0.0348

ΔE to the lowest compared entry with this formula, charge and spin: 50.9 kcal/mol
E: -930.258360 Eh
Multiplicity: 1
SMILES: CS/C=N\S